No. 1
Entry from the Open Molecules 2025 dataset: a cluster of 4 separate species, C3H12O3 in total (ωB97M-V/def2-TZVPD).

Each line ends with the Löwdin spin population.
CARTESIAN COORDINATES (ANGSTROEM)
C (2.6660, 1.6494, -1.5052)  0.013
C (2.1573, 1.5415, -0.0766)  0.051
C (0.8679, 1.4146, 0.2680)  0.079
H (3.7253, 1.3920, -1.5439)  0.002
H (2.0992, 0.9380, -2.1338)  0.006
H (2.6673, 2.6394, -1.9395)  0.001
H (2.8983, 1.9285, 0.5890)  0.005
H (0.5625, 1.4763, 1.3247)  0.036
H (0.1140, 1.4329, -0.4895)  0.009
H (-3.0960, -1.8674, 0.6107)  0.035
H (-1.7661, -2.8992, 0.7960)  0.094
O (-2.5308, -2.5760, 0.3100)  0.159
H (-2.3903, -1.1959, -0.8540)  0.018
H (-1.9403, -0.0246, -1.7998)  0.010
O (-2.7037, -0.4404, -1.4020)  0.062
H (-1.0732, -2.5376, 2.2587)  0.111
H (-0.8092, -1.0721, 2.8246)  0.075
O (-1.4481, -1.7994, 2.7624)  0.232

Force components x, y, z for each atom (eV/Å):
-0.211 -1.247 0.109
-0.837 1.473 -1.053
1.357 0.598 0.757
0.042 -0.432 0.023
0.334 0.493 -0.020
-0.550 0.454 0.036
0.306 -0.574 1.068
0.061 -0.154 -0.671
-0.482 -0.617 -0.248
0.516 0.105 1.545
-0.042 0.689 0.723
-0.886 -1.015 -2.648
0.216 0.257 -0.498
0.327 -0.077 0.087
-0.434 -0.135 0.104
0.879 0.012 0.101
0.374 -0.289 -0.306
-0.970 0.459 0.891

energy	-9445.82447	eV
LUMO energy (alpha / beta)	3.495 / 3.358	eV
E_HOMO (alpha / beta)	0.0244 / -0.2482	Ha
2S+1	2
<S²>	0.75
F_max	2.97	eV/Å
total charge	-1
HOMO-LUMO gap (alpha / beta)	2.8 / 10.1	eV

No. 2
Entry from the Open Molecules 2025 dataset: a cluster of 3 separate species, C3H12O3 in total (ωB97M-V/def2-TZVPD).

Each line ends with the Löwdin spin population.
CARTESIAN COORDINATES (ANGSTROEM)
C (-0.2276, -1.0260, -1.3402)  0.070
C (-0.6890, 0.1422, -0.4736)  0.034
C (0.4531, 0.8774, 0.2145)  0.171
O (-1.5056, 1.0527, -1.2472)  0.015
H (-1.0485, -1.3611, -1.9807)  0.006
H (0.6473, -0.7381, -1.9346)  0.017
H (0.0810, -1.8466, -0.6873)  0.024
H (-1.3858, -0.2049, 0.2919)  0.008
H (1.1672, 0.1463, 0.6000)  0.058
H (1.0043, 1.4917, -0.4913)  0.023
H (0.0747, 1.5920, 0.9300)  0.022
H (-0.8823, 1.5216, -1.8199)  0.009
H (4.8576, -2.8762, 1.9623)  0.076
H (3.7857, -1.9965, 2.5656)  0.116
O (3.9057, -2.8673, 2.1514)  0.328
H (-4.0449, 1.5743, 0.4913)  0.005
H (-2.6403, 2.1182, 0.2869)  0.004
O (-3.5525, 2.4001, 0.4810)  0.015

Force components x, y, z for each atom (eV/Å):
0.058 0.179 0.402
-0.202 0.191 -0.113
-0.108 -0.318 -0.707
0.426 0.112 0.054
0.149 0.030 0.005
-0.215 -0.069 -0.062
0.071 -0.057 -0.094
0.048 -0.245 -0.015
-0.043 0.234 0.481
0.193 -0.049 -0.455
-0.024 -0.091 0.662
-0.239 0.040 0.011
-0.077 -0.009 -0.064
-0.209 0.152 -0.061
0.231 -0.140 0.080
0.010 -0.008 -0.054
-0.347 0.093 -0.258
0.280 -0.045 0.189

energy	-9446.92349	eV
LUMO energy (alpha / beta)	3.396 / 3.359	eV
E_HOMO (alpha / beta)	0.0387 / -0.2687	Ha
2S+1	2
<S²>	0.75
F_max	0.78	eV/Å
total charge	-1
HOMO-LUMO gap (alpha / beta)	2.3 / 10.7	eV

No. 3
Entry from the Open Molecules 2025 dataset: a cluster of 3 separate species, C3H12O3 in total (ωB97M-V/def2-TZVPD).

Each line ends with the natural charge from an NBO analysis.
CARTESIAN COORDINATES (ANGSTROEM)
C (-1.6904, -0.7259, 0.8797)  -0.630
C (-0.3280, -1.3799, 0.6203)  -0.438
C (0.4240, -0.7868, -0.5786)  -0.053
O (-0.3835, -0.5134, -1.6911)  -0.746
H (-2.0512, -0.1823, 0.0091)  0.227
H (-1.5737, 0.0624, 1.6412)  0.206
H (-2.4487, -1.3923, 1.2894)  0.216
H (0.3650, -1.3341, 1.4526)  0.200
H (-0.5029, -2.4605, 0.5915)  0.201
H (0.9178, 0.1153, -0.2140)  0.162
H (1.2513, -1.4436, -0.8608)  0.172
H (-0.6574, -1.2679, -2.2182)  0.484
O (1.0873, 1.7416, 2.5064)  -0.951
H (1.8830, 2.2166, 2.2705)  0.478
H (0.8914, 1.0019, 1.9325)  0.474
O (1.1384, 2.0840, -2.8791)  -0.945
H (0.3917, 1.5562, -2.5893)  0.482
H (1.2858, 2.7086, -2.1622)  0.463

Force components x, y, z for each atom (eV/Å):
0.532 1.243 0.981
-0.502 -0.741 -0.115
0.209 -1.315 0.527
-0.266 1.226 -0.420
-0.167 -0.412 -0.176
-0.067 -0.136 -0.102
0.097 -0.145 -0.311
0.017 0.420 0.513
0.173 -0.035 -0.810
-0.340 0.461 -0.550
0.020 -0.120 0.024
0.334 -0.312 0.398
-0.653 0.277 0.845
0.158 -0.356 -0.485
0.476 0.062 -0.359
0.191 0.209 0.040
-0.211 -0.347 0.068
0.000 0.019 -0.069

energy	-9447.50686	eV
LUMO energy	0.543	eV
E_HOMO	-0.3974	Ha
2S+1	1
F_max	1.67	eV/Å
SMILES	CCCO.O.O
HOMO-LUMO gap	11.4	eV

No. 4
Entry from the Open Molecules 2025 dataset: a cluster of 3 separate species, C3H12O3 in total (ωB97M-V/def2-TZVPD).

Each line ends with the natural charge from an NBO analysis.
CARTESIAN COORDINATES (ANGSTROEM)
C (-12.6563, 0.4204, 29.9096)  -0.248
O (-11.2693, 0.5654, 30.0499)  -0.713
H (-13.2412, 1.1407, 30.4817)  0.157
H (-12.9750, 0.6239, 28.8873)  0.178
H (-12.9254, -0.5991, 30.1856)  0.160
H (-11.0874, 0.2910, 30.9517)  0.465
C (-7.5156, -1.4387, 33.1005)  -0.250
O (-8.3553, -0.4729, 33.7606)  -0.727
H (-6.7881, -1.8930, 33.7731)  0.164
H (-8.1957, -2.1943, 32.7071)  0.181
H (-6.9827, -0.9952, 32.2594)  0.164
H (-7.7813, 0.0731, 34.3029)  0.468
C (-5.8396, 3.3726, 37.2197)  -0.256
O (-5.7323, 2.1528, 36.4641)  -0.733
H (-6.0028, 3.2473, 38.2901)  0.172
H (-5.0123, 4.0381, 36.9732)  0.167
H (-6.6646, 3.9445, 36.7950)  0.183
H (-5.1380, 1.5297, 36.8885)  0.467

Force components x, y, z for each atom (eV/Å):
-0.721 -0.100 -0.305
0.276 0.288 0.052
0.099 0.021 0.499
0.425 -0.279 -0.192
-0.449 -0.016 -0.083
0.397 0.085 0.048
-0.628 0.367 -0.005
0.511 -0.451 -0.174
-0.086 -0.080 0.101
0.178 -0.088 0.074
0.056 0.099 -0.052
-0.040 0.188 0.059
-0.006 0.166 -1.122
-0.381 0.345 0.308
0.185 -0.138 -0.068
0.527 -0.194 0.538
-0.424 -0.424 0.137
0.083 0.210 0.184

energy	-9446.36500	eV
LUMO energy	0.692	eV
E_HOMO	-0.3758	Ha
2S+1	1
F_max	1.13	eV/Å
SMILES	CO.CO.CO
HOMO-LUMO gap	10.9	eV

No. 5
Entry from the Open Molecules 2025 dataset: a cluster of 4 separate species, C3H12O4 in total (ωB97M-V/def2-TZVPD).

Each line ends with the natural charge from an NBO analysis.
CARTESIAN COORDINATES (ANGSTROEM)
C (0.8852, 0.6679, -2.3228)  -0.422
C (0.1538, -0.3859, -1.9854)  -0.177
C (0.5549, -1.6114, -1.2140)  -0.101
O (-0.4809, -1.9141, -0.3074)  -0.740
H (0.4170, 1.5047, -2.8286)  0.201
H (1.8417, 0.9145, -1.8239)  0.189
H (-0.8582, -0.4748, -2.4106)  0.196
H (1.4322, -1.3368, -0.5994)  0.169
H (0.7954, -2.4029, -1.9456)  0.182
H (-0.2598, -1.8667, 0.6205)  0.501
O (-2.0011, 1.6078, 0.3596)  -0.954
H (-2.7689, 1.1619, 0.0004)  0.475
H (-1.2732, 1.4048, -0.2526)  0.477
O (0.6784, 1.5617, 1.7754)  -0.941
H (0.2037, 2.3552, 1.4659)  0.478
H (1.5289, 1.8294, 1.4140)  0.464
O (-0.5006, -1.1818, 3.1778)  -0.984
H (-0.1330, -1.5193, 3.9912)  0.481
H (-0.2154, -0.3142, 2.8855)  0.504

Force components x, y, z for each atom (eV/Å):
0.114 0.810 1.471
-0.558 -0.441 -0.985
0.901 1.470 1.066
-1.100 -0.798 -0.829
0.127 -0.161 -0.353
-0.338 -0.522 -0.597
0.335 0.098 0.176
0.162 -0.410 -0.637
-0.256 -0.102 0.639
0.511 0.150 0.217
0.548 0.227 -0.207
-0.103 -0.141 -0.079
-0.375 -0.145 0.263
0.056 1.122 -0.643
-0.718 -0.628 0.497
0.624 -0.639 0.231
-0.880 -0.803 -0.973
0.463 0.670 0.130
0.488 0.243 0.613

energy	-11494.28895	eV
LUMO energy	0.492	eV
E_HOMO	-0.3746	Ha
2S+1	1
F_max	2.03	eV/Å
SMILES	C=CCO.O.O.O
HOMO-LUMO gap	10.7	eV

No. 6
Entry from the Open Molecules 2025 dataset: a cluster of 3 separate species, C3H12O4 in total (ωB97M-V/def2-TZVPD).

Each line ends with the natural charge from an NBO analysis.
CARTESIAN COORDINATES (ANGSTROEM)
O (0.5329, 3.0303, -0.8487)  -0.726
C (0.6204, 1.7667, -0.1870)  -0.049
C (-0.6342, 0.9289, -0.4501)  -0.470
C (-0.4919, -0.4026, 0.2997)  -0.068
O (-1.6105, -1.2781, 0.1531)  -0.685
H (-0.2117, 3.0368, -1.4521)  0.465
H (0.7593, 1.9483, 0.8826)  0.169
H (1.5411, 1.3027, -0.5538)  0.155
H (-0.5254, 0.5771, -1.4772)  0.214
H (-1.4395, 1.6023, -0.1976)  0.208
H (-0.1169, -0.2667, 1.3135)  0.160
H (0.3524, -0.9022, -0.1864)  0.169
H (-2.2624, -0.7566, 0.6384)  0.458
O (-3.2959, -4.2886, 0.0789)  -0.929
H (-3.8894, -4.2853, -0.6779)  0.465
H (-2.7758, -5.0801, -0.0379)  0.465
O (4.5388, 0.9205, 1.2716)  -0.937
H (4.7717, 1.7549, 0.8549)  0.470
H (4.1371, 0.3917, 0.5760)  0.467

Force components x, y, z for each atom (eV/Å):
0.174 0.216 0.293
0.004 0.384 -0.336
2.215 -0.751 0.252
0.788 -0.232 -0.808
0.370 1.284 0.802
-0.083 -0.130 -0.066
-0.099 0.084 -0.019
-0.131 -0.361 0.066
-0.974 0.736 -0.376
-0.806 -0.376 -0.127
-0.636 0.004 0.522
-0.125 -0.126 -0.056
-0.647 -0.712 -0.153
-0.302 0.215 -0.012
-0.019 0.075 0.009
0.284 -0.314 0.015
-0.024 -0.043 0.046
-0.018 0.012 -0.036
0.026 0.034 -0.016

energy	-11494.41139	eV
LUMO energy	0.752	eV
E_HOMO	-0.3805	Ha
2S+1	1
F_max	2.35	eV/Å
SMILES	OCCCO.O.O
HOMO-LUMO gap	11.1	eV

No. 7
Entry from the Open Molecules 2025 dataset: a cluster of 4 separate species, C3H12O4 in total (ωB97M-V/def2-TZVPD).

Each line ends with the natural charge from an NBO analysis.
CARTESIAN COORDINATES (ANGSTROEM)
C (1.4480, -0.1167, 0.4427)  -0.365
C (0.8759, 1.0868, 0.4726)  -0.209
C (0.5056, 1.8331, 1.7397)  -0.113
O (-0.3517, 1.0528, 2.5673)  -0.710
H (1.2999, -0.8274, -0.3691)  0.199
H (2.1230, -0.3877, 1.2358)  0.185
H (0.4639, 1.4241, -0.4717)  0.187
H (1.3993, 2.0314, 2.3413)  0.184
H (-0.0347, 2.6925, 1.3736)  0.174
H (-1.2417, 1.3848, 2.4249)  0.468
O (4.0588, 3.5855, -0.8525)  -0.933
H (4.2407, 2.6530, -0.6926)  0.468
H (4.4892, 3.7382, -1.7002)  0.465
O (-4.0604, -3.5398, -2.6457)  -0.948
H (-4.2055, -3.7415, -1.7117)  0.476
H (-3.3167, -4.0314, -2.9957)  0.474
O (-2.4794, -2.6549, -0.1884)  -0.949
H (-2.6814, -3.5174, 0.1761)  0.466
H (-2.5328, -2.6654, -1.1464)  0.480

Force components x, y, z for each atom (eV/Å):
0.310 0.543 0.021
-0.425 -1.092 -0.424
0.824 -0.570 -0.592
-0.177 0.122 -0.021
0.500 0.450 -0.142
-0.346 -0.622 0.589
-0.588 0.132 0.148
-0.205 0.473 -0.155
0.234 0.814 0.491
-0.094 -0.245 0.084
0.164 -0.198 -0.170
-0.142 0.002 0.175
-0.055 0.187 0.004
-0.351 0.494 -0.004
0.242 -0.221 -0.382
0.058 -0.334 0.291
0.150 0.538 0.438
0.045 -0.185 -0.277
-0.145 -0.290 -0.074

energy	-11493.71473	eV
LUMO energy	0.551	eV
E_HOMO	-0.3464	Ha
2S+1	1
F_max	1.25	eV/Å
SMILES	C=CCO.O.O.O
HOMO-LUMO gap	10.0	eV

No. 8
Entry from the Open Molecules 2025 dataset: a structure of composition C3H12OSi2 (ωB97M-V/def2-TZVPD).

Each line ends with the natural charge from an NBO analysis.
CARTESIAN COORDINATES (ANGSTROEM)
C (-2.0081, 1.2996, -1.1027)  -0.601
C (-0.5783, -2.0388, 1.1302)  -1.121
C (-0.8806, 0.8669, -0.1754)  -0.956
O (1.9885, -0.7852, -0.0084)  -1.293
Si (2.8533, 0.5064, 0.1419)  1.280
Si (-0.2835, -0.8956, -0.3676)  1.681
H (-1.7173, 1.0604, -2.2469)  0.201
H (-2.9926, 0.7760, -0.9127)  0.207
H (-2.2142, 2.3073, -1.0553)  0.218
H (-1.4874, -2.6124, 1.0387)  0.238
H (0.1718, -2.8159, 1.3028)  0.274
H (-0.6350, -1.5354, 2.0565)  0.250
H (-1.2169, 0.9962, 0.9140)  0.255
H (-0.0223, 1.6990, -0.1215)  0.292
H (4.3138, 0.1844, 0.3711)  -0.208
H (2.4921, 1.4105, -0.9451)  -0.249
H (2.2387, 1.0917, 1.5432)  -0.272
H (-0.0219, -1.5151, -1.5628)  -0.197

Force components x, y, z for each atom (eV/Å):
-0.044 -3.185 -2.827
0.065 -0.539 -1.318
0.845 2.022 1.969
-4.080 -2.393 -1.134
-0.382 1.102 2.709
4.319 0.874 4.302
-0.716 0.576 2.488
1.141 0.316 -0.134
-0.287 2.310 0.166
-0.677 -0.076 -0.174
0.350 0.326 -0.618
-0.128 1.046 0.894
0.187 -0.594 -1.305
-1.411 -2.146 -0.733
-0.437 0.381 -0.354
0.464 0.716 -0.359
1.033 0.112 -1.382
-0.242 -0.849 -2.190

energy	-21107.08172	eV
LUMO energy	-0.027	eV
E_HOMO	-0.3268	Ha
2S+1	1
F_max	6.16	eV/Å
HOMO-LUMO gap	8.9	eV